1.
Density functional theory data (ωB97M-V with the def2-TZVPD basis set) for a molecular structure, C42H57IN6Pb.

```
! RIJCOSX wB97M-V def2-TZVPD def2/J DEFGRID3
* xyz 0 1
Pb 0.599 0.499 -0.083
C 0.552 2.564 3.272
C 1.886 1.830 3.158
N 2.380 1.728 1.782
C 2.897 2.958 1.188
C 1.824 3.903 0.681
C 1.996 5.278 0.794
C 0.984 6.115 0.354
C -0.178 5.556 -0.147
C -0.272 4.172 -0.235
C -1.538 3.528 -0.776
N -1.824 2.220 -0.210
C -2.521 2.226 1.077
C -1.678 2.734 2.245
N -0.482 1.938 2.465
N 0.726 3.371 0.140
H 0.671 3.593 2.924
H 0.292 2.632 4.339
H 1.771 0.809 3.536
H 2.612 2.338 3.810
H 3.111 1.029 1.750
H 3.518 2.669 0.337
H 3.533 3.514 1.892
H 2.900 5.676 1.238
H 1.090 7.191 0.428
H -1.010 6.177 -0.458
H -1.427 3.402 -1.857
H -2.367 4.235 -0.625
H -2.357 1.676 -0.882
H -2.841 1.200 1.283
H -3.432 2.844 1.035
H -2.328 2.790 3.130
H -1.363 3.760 2.039
H -0.717 1.024 2.831
C -1.610 -1.308 2.443
C -0.829 -2.615 2.568
C -1.145 -3.560 1.405
C 0.648 -2.388 2.902
C 0.969 -2.450 4.254
C 2.275 -2.325 4.697
C 3.278 -2.203 3.759
C 3.026 -2.132 2.384
C 4.315 -2.064 1.549
C 4.944 -0.668 1.580
C 4.316 -2.616 0.125
C 1.679 -2.156 1.963
N 1.282 -1.900 0.611
C 1.268 -2.879 -0.218
C 0.793 -2.949 -1.582
C 1.244 -4.102 -2.264
C 0.847 -4.431 -3.531
C -0.109 -3.605 -4.144
C -0.603 -2.497 -3.510
C -0.157 -2.078 -2.216
N -0.648 -0.973 -1.618
C -1.772 -0.295 -2.164
C -1.644 0.732 -3.121
C -2.767 1.484 -3.466
C -4.007 1.238 -2.907
C -4.140 0.209 -1.988
C -3.047 -0.563 -1.605
C -3.234 -1.702 -0.617
C -4.382 -1.478 0.365
C -3.436 -3.033 -1.347
C -0.329 1.054 -3.804
C -0.424 0.872 -5.323
C 0.132 2.477 -3.484
H -2.674 -1.507 2.294
H -1.263 -0.714 1.592
H -1.509 -0.715 3.357
H -1.218 -3.115 3.459
H -0.996 -3.099 0.430
H -2.196 -3.854 1.464
H -0.541 -4.468 1.455
H 0.172 -2.623 4.970
H 2.508 -2.371 5.753
H 4.313 -2.175 4.088
H 4.994 -2.711 2.110
H 4.423 0.009 0.900
H 5.982 -0.715 1.241
H 4.943 -0.251 2.592
H 3.751 -1.997 -0.571
H 3.939 -3.640 0.088
H 5.348 -2.635 -0.233
H 1.646 -3.840 0.144
H 1.944 -4.749 -1.742
H 1.232 -5.310 -4.029
H -0.478 -3.851 -5.134
H -1.364 -1.905 -3.996
H -2.661 2.279 -4.197
H -4.865 1.836 -3.187
H -5.113 0.010 -1.556
H -2.305 -1.776 -0.050
H -5.355 -1.539 -0.129
H -4.318 -0.504 0.859
H -4.370 -2.253 1.134
H -4.339 -2.991 -1.965
H -3.554 -3.850 -0.629
H -2.595 -3.271 -1.995
H 0.423 0.363 -3.426
H -1.098 1.610 -5.768
H -0.788 -0.120 -5.591
H 0.561 1.003 -5.775
H -0.621 3.210 -3.788
H 1.059 2.704 -4.015
H 0.337 2.610 -2.418
I 2.909 0.642 -1.884
*
```

Calculated values
F_max   0.46 eV/A
Orbital gap   7.452 eV

=====

2.
Density functional theory data (ωB97M-V with the def2-TZVPD basis set) for a molecular structure, C42H57IrN4O3P.

```
! RIJCOSX wB97M-V def2-TZVPD def2/J DEFGRID3
* xyz 1 1
Ir 0.537 -0.352 -0.092
C 2.986 1.412 3.369
O 2.290 2.638 3.452
C 0.955 2.720 3.222
C 0.332 3.822 3.773
C -1.026 4.069 3.582
C -1.770 3.225 2.795
C -1.181 2.128 2.151
C -1.978 1.401 1.237
N -1.592 0.516 0.361
N -2.510 0.168 -0.524
C -2.122 -0.473 -1.613
O -0.914 -0.742 -1.865
C -3.213 -0.814 -2.548
C -2.960 -1.576 -3.688
C -3.991 -1.878 -4.558
C -5.272 -1.413 -4.309
C -5.531 -0.656 -3.177
C -4.510 -0.362 -2.295
C 0.206 1.806 2.382
O 0.742 0.767 1.891
H 4.032 1.664 3.532
H 2.858 0.935 2.398
H 2.656 0.721 4.149
H 0.926 4.488 4.380
H -1.485 4.921 4.056
H -2.825 3.401 2.644
H -3.030 1.688 1.196
H -1.955 -1.921 -3.882
H -3.807 -2.477 -5.436
H -6.072 -1.642 -4.997
H -6.530 -0.292 -2.985
H -4.693 0.220 -1.406
C 7.538 1.556 -1.420
C 7.197 0.714 -0.183
C 7.536 1.516 1.085
C 8.047 -0.559 -0.213
C 5.715 0.406 -0.148
C 5.213 -0.861 0.138
C 3.847 -1.054 0.182
N 2.951 -0.102 -0.024
C 3.403 1.134 -0.278
C 4.766 1.403 -0.355
C 2.396 2.188 -0.456
C 2.717 3.523 -0.230
C 1.770 4.525 -0.398
C 0.504 4.099 -0.805
C 0.257 2.754 -1.006
N 1.167 1.803 -0.825
C 2.069 5.984 -0.116
C 1.364 6.354 1.200
C 3.572 6.246 0.038
C 1.546 6.874 -1.252
H 8.611 1.719 -1.457
H 7.058 2.529 -1.396
H 7.235 1.042 -2.329
H 8.600 1.728 1.114
H 7.274 0.952 1.977
H 7.000 2.461 1.103
H 9.095 -0.288 -0.298
H 7.788 -1.180 -1.066
H 7.932 -1.138 0.700
H 5.864 -1.696 0.328
H 3.449 -2.027 0.410
H 5.085 2.403 -0.592
H 3.708 3.765 0.108
H -0.298 4.802 -0.953
H -0.717 2.427 -1.339
H 1.733 5.734 2.015
H 0.289 6.211 1.121
H 1.560 7.396 1.440
H 3.980 5.733 0.907
H 3.743 7.311 0.178
H 4.114 5.933 -0.854
H 0.468 6.798 -1.362
H 2.010 6.601 -2.198
H 1.787 7.913 -1.041
C 1.653 -5.152 -1.248
C 1.801 -3.672 -0.915
C 1.716 -2.842 -2.198
P 0.630 -2.886 0.340
C 1.200 -3.349 2.079
C 2.070 -4.598 2.183
C 1.874 -2.174 2.786
C -1.024 -3.777 0.253
C -1.095 -5.184 0.844
C -1.601 -3.773 -1.162
H 2.432 -5.424 -1.960
H 0.697 -5.362 -1.715
H 1.772 -5.782 -0.372
H 2.802 -3.542 -0.490
H 0.786 -3.045 -2.720
H 2.541 -3.083 -2.866
H 1.748 -1.768 -1.981
H 0.256 -3.527 2.605
H 3.002 -4.480 1.637
H 1.559 -5.480 1.814
H 2.322 -4.772 3.227
H 2.922 -2.080 2.510
H 1.834 -2.321 3.864
H 1.365 -1.242 2.550
H -1.650 -3.122 0.876
H -0.482 -5.889 0.292
H -2.125 -5.533 0.783
H -0.806 -5.215 1.892
H -1.231 -4.609 -1.748
H -1.354 -2.856 -1.683
H -2.685 -3.856 -1.123
*
```

Calculated values
F_max   3.92 eV/A
Energy above the lowest of the compared OMol25 structures with the same formula, charge and spin   99.9 kcal per mole
Orbital gap (alpha / beta)   5.677 / 5.678 eV

=====

- Which of these has the lowest F_max?
  C42H57IN6Pb